Entry 1:
{
  "formula": "CHCl2N2O2",
  "method": "wB97M-V/def2-TZVPD",
  "smiles": "[O-][N+]([O-])=NC(Cl)Cl",
  "spin_multiplicity": 1,
  "orbital_gap_ev": 7.987,
  "e_homo_ha": -0.1670,
  "total_charge": -1,
  "symbols": ["O", "N", "O", "N", "C", "Cl", "Cl", "H"],
  "coordinates": [[1.441, 1.088, 0.361], [1.413, -0.106, 0.145], [2.425, -0.814, 0.378], [0.425, -0.875, -0.142], [-1.032, 0.116, -0.234], [-1.940, 0.022, 1.296], [-1.921, -0.608, -1.584], [-0.810, 1.177, -0.220]]
}

Entry 2:
{
  "formula": "CHCl2NO2",
  "method": "wB97M-V/def2-TZVPD",
  "spin_multiplicity": 1,
  "orbital_gap_ev": [8.104, 7.141],
  "e_homo_ha": [-0.4096, -0.3922],
  "total_charge": 0,
  "symbols": ["C", "N", "O", "O", "Cl", "Cl", "H"],
  "coordinates": [[-0.628, -0.003, 0.136], [0.708, 0.506, 0.337], [1.118, 1.256, -0.514], [1.280, 0.176, 1.348], [-1.300, -0.976, 1.278], [0.050, -1.466, -1.976], [-1.228, 0.508, -0.610]]
}

Entry 3:
{
  "formula": "CHCl2NOS",
  "method": "wB97M-V/def2-TZVPD",
  "smiles": "ClSCl.N=C=O",
  "spin_multiplicity": 1,
  "orbital_gap_ev": 8.526,
  "e_homo_ha": -0.3514,
  "total_charge": 0,
  "symbols": ["Cl", "S", "Cl", "N", "C", "O", "H"],
  "coordinates": [[1.973, 0.022, 0.730], [1.534, -1.956, 0.454], [-0.378, -2.131, -0.385], [-1.346, 0.942, 0.231], [-0.500, 0.885, -0.627], [0.098, 0.819, -1.616], [-1.382, 1.420, 1.214]]
}

Entry 4:
{
  "formula": "CHCl2O2S",
  "method": "wB97M-V/def2-TZVPD",
  "spin_multiplicity": 1,
  "orbital_gap_ev": 6.895,
  "e_homo_ha": -0.1252,
  "total_charge": -1,
  "symbols": ["C", "O", "O", "S", "Cl", "Cl", "H"],
  "coordinates": [[-1.010, 1.078, 0.515], [-0.890, -2.734, 2.869], [-2.856, -2.246, 1.559], [-1.458, -2.614, 1.535], [-0.193, -0.641, 0.721], [-2.239, 1.018, -0.771], [-1.669, 0.985, 1.457]]
}

Entry 5:
{
  "formula": "CHCl3FOP",
  "method": "wB97M-V/def2-TZVPD",
  "spin_multiplicity": 1,
  "orbital_gap_ev": [9.492, 6.373],
  "e_homo_ha": [-0.4251, -0.3761],
  "total_charge": 0,
  "symbols": ["C", "O", "F", "P", "Cl", "Cl", "Cl", "H"],
  "coordinates": [[0.454, 0.108, 0.615], [3.036, 0.584, 1.370], [-0.198, -0.495, 1.599], [2.177, -0.038, 0.359], [0.742, 3.208, 0.648], [2.475, 0.621, -1.452], [2.381, -2.065, 0.262], [-0.123, 0.474, -0.128]]
}

Entry 6:
{
  "formula": "CHCl3NOP",
  "method": "wB97M-V/def2-TZVPD",
  "spin_multiplicity": 1,
  "orbital_gap_ev": [8.519, 8.519],
  "e_homo_ha": [-0.3640, -0.3639],
  "total_charge": 0,
  "symbols": ["C", "N", "O", "P", "Cl", "Cl", "Cl", "H"],
  "coordinates": [[0.554, 1.238, 0.810], [-0.667, 1.119, 1.042], [1.170, 0.448, -0.010], [-0.400, -0.663, -0.444], [-2.317, -1.388, -0.661], [0.471, -2.253, 0.312], [0.074, -0.532, -2.355], [1.115, 2.030, 1.305]]
}

Entry 7:
{
  "formula": "CHCl3O2PS",
  "method": "wB97M-V/def2-TZVPD",
  "spin_multiplicity": 1,
  "orbital_gap_ev": 7.772,
  "e_homo_ha": -0.1819,
  "total_charge": -1,
  "symbols": ["C", "O", "O", "P", "S", "Cl", "Cl", "Cl", "H"],
  "coordinates": [[2.552, 0.246, -0.137], [-1.588, -1.755, 1.324], [-1.510, 0.664, 0.648], [-1.494, -0.854, 0.212], [-2.520, -1.046, -1.418], [2.599, 1.340, 1.194], [0.708, -0.911, -0.187], [2.432, 1.177, -1.580], [-1.178, 1.137, -0.057]]
}

Entry 8:
{
  "formula": "CHCl4Cr",
  "method": "wB97M-V/def2-TZVPD",
  "spin_multiplicity": 5,
  "orbital_gap_ev": [4.320, 5.747],
  "e_homo_ha": [-0.4919, -0.4919],
  "total_charge": 1,
  "symbols": ["Cr", "Cl", "C", "Cl", "Cl", "Cl", "H"],
  "coordinates": [[-3.018, -14.618, -32.618], [-2.226, -12.286, -32.525], [-4.319, -9.876, -30.191], [-5.623, -9.399, -31.265], [-4.830, -11.104, -29.017], [-3.565, -8.467, -29.426], [-3.612, -10.343, -30.867]]
}

Energy above the lowest of the compared OMol25 structures with the same formula, charge and spin in eV, matching the order above: 1.485, 4.362, 0.627, 1.815, 3.713, 2.508, 0.864, 0.290
M in g mol⁻¹, matching the order above: 143.9, 129.9, 146.0, 148.0, 185.3, 180.4, 214.4, 206.8